Run A
# ClNO4S

A single ClNO4S molecule (the ωB97M-V functional and the def2-TZVPD basis, the OMol25 dataset).

Geometry as ORCA input:
```
! wB97M-V def2-TZVPD RIJCOSX def2/J DEFGRID3
* xyz 0 1
Cl -1.212 1.852 -0.956
S -0.092 0.411 0.749
O 0.552 -0.347 -1.727
O 0.496 -1.976 -0.268
O 0.911 1.224 1.473
O -1.145 -0.260 1.462
N 0.491 -0.904 -0.733
*
```

Summary:
* Kohn-Sham gap (alpha / beta): 8.302 / 8.301 eV
* structure (SMILES): O=[N+]([O-])S(=O)(=O)Cl
* HOMO (alpha / beta): -11.3 / -11.3 eV

Run B
# ClNO4S

A single ClNO4S molecule (the ωB97M-V functional and the def2-TZVPD basis, the OMol25 dataset).

Geometry as ORCA input:
```
! wB97M-V def2-TZVPD RIJCOSX def2/J DEFGRID3
* xyz 0 1
Cl 2.251 1.080 0.150
S 0.909 -0.437 0.077
O 1.110 -1.247 -1.409
O -0.952 1.028 -1.083
O -1.304 0.571 1.013
O 0.937 -1.176 1.281
N -0.745 0.566 -0.024
*
```

Summary:
* Kohn-Sham gap: 9.754 eV
* structure (SMILES): O=[N+]([O-])S(=O)(=O)Cl
* HOMO: -11.5 eV

Run C
# ClNO4S

A single ClNO4S molecule (the ωB97M-V functional and the def2-TZVPD basis, the OMol25 dataset).

Geometry as ORCA input:
```
! wB97M-V def2-TZVPD RIJCOSX def2/J DEFGRID3
* xyz 0 1
Cl -2.304 0.946 -0.202
S -0.856 -0.488 -0.092
O -0.992 -1.311 -1.223
O 1.629 0.465 -0.761
O 0.755 1.176 1.108
O -0.809 -1.197 1.309
N 0.836 0.608 0.098
*
```

Summary:
* Kohn-Sham gap: 9.484 eV
* structure (SMILES): O=[N+]([O-])S(=O)(=O)Cl
* HOMO: -11.3 eV

The structure with the most favorable energy is run C; the runner-up is 0.0198 hartree above it.